DFT (ωB97M-V/def2-TZVPD) results for a structure of composition C25H30BeN3O9 in a non-equilibrium geometry.

Structure (XYZ):
```
68
Properties=species:S:1:pos:R:3:mulliken_charge:R:1
O 1.0584 -2.7959 -2.0229 -0.083
C -0.2341 -3.3699 -2.3599 -0.254
C 0.1671 -4.6361 -3.0303 -0.895
H -0.7741 -2.6708 -3.0110 0.104
H -0.7830 -3.6821 -1.4781 0.242
C 1.5481 -4.0440 -2.6349 1.645
H -0.0516 -4.6225 -4.1045 0.292
H -0.1834 -5.5313 -2.5207 0.331
C 2.2284 -3.8130 -3.9541 -1.716
H 1.5159 -3.3392 -4.6439 0.380
H 2.5012 -4.8054 -4.3373 0.395
H 3.1194 -3.1918 -3.8753 0.355
C 2.3035 -4.9443 -1.6744 -1.817
H 1.7542 -5.1657 -0.7481 0.338
H 3.2919 -4.5458 -1.4370 0.375
H 2.4583 -5.9036 -2.1849 0.430
Be 1.4190 1.9031 -0.3860 -0.673
C 1.6397 1.3500 3.4330 -0.404
C 0.2484 1.5979 3.2788 -0.743
C -0.4179 0.3445 3.1526 -0.480
H -0.2290 2.5733 3.3191 0.579
C 0.5687 -0.6798 3.2406 -0.125
C 1.8442 -0.0646 3.4115 -1.127
H 2.7968 -0.5712 3.5065 0.417
H 2.4004 2.1013 3.5625 0.500
H -1.4884 0.2034 3.0223 0.388
H 0.3850 -1.7610 3.2039 0.457
C 2.6773 1.7407 -1.6834 -0.590
C 2.7931 0.7248 -0.6534 -1.458
C 1.6116 -0.0762 -0.7215 0.211
H 3.6134 0.5387 0.0333 0.576
C 0.7961 0.3851 -1.7915 0.320
C 1.4825 1.4632 -2.4487 -1.455
H 1.2767 1.8177 -3.4367 0.553
H 3.3962 2.5170 -1.9353 0.578
H 1.4559 -0.9942 -0.1523 0.846
H -0.1076 -0.0858 -2.1433 0.599
O -1.6833 -2.2970 -0.7459 -0.318
C -0.9359 -2.2862 0.5256 0.866
C -2.0116 -2.5789 1.5711 -0.734
H -0.4628 -1.3106 0.6858 -0.838
H -0.1303 -3.0377 0.5527 0.285
C -3.3360 -2.0579 0.9619 -0.644
H -1.8086 -2.2213 2.5787 0.354
H -2.0834 -3.6719 1.6332 0.390
C -2.9441 -1.6253 -0.4694 -0.218
H -3.7709 -1.2650 1.5679 0.357
H -4.0551 -2.8809 0.9310 0.226
H -2.7021 -0.5591 -0.5572 -0.163
H -3.7091 -1.8853 -1.2114 0.386
O -1.4598 7.4917 2.9533 -0.619
N -2.1425 6.7068 2.2662 0.986
O -3.3504 6.8929 2.0134 -0.609
C -1.5378 5.5287 1.6850 -0.354
C -0.1653 5.2622 1.8650 -0.866
C 0.4223 4.2672 1.0616 -0.156
C -0.4020 3.4401 0.2337 1.506
O -0.0295 2.2035 -0.0116 0.055
C -1.7814 3.7492 0.0845 -0.783
C -2.3699 4.7079 0.8997 -0.195
N -2.6679 2.9243 -0.7253 1.041
O -3.8802 3.2295 -0.6413 -0.665
O -2.2604 2.0025 -1.4665 -0.562
N 1.7114 3.7654 1.4186 1.022
O 2.2200 3.9760 2.4983 -0.593
O 2.2816 2.9834 0.5172 -0.368
H 0.4084 5.7611 2.6337 0.530
H -3.4456 4.8185 0.8959 0.592
```

Results
**Charge**: -1
**LUMO energy (alpha / beta)**: 0.0389 / 0.0126 Ha
**E**: -49700.575 eV
**ΔE to the lowest compared entry with this formula, charge and spin**: 174.0 kJ/mol
**HOMO-LUMO gap (alpha / beta)**: 4.95 / 3.53 eV

***

DFT (ωB97M-V/def2-TZVPD) results for the molecule C4H8N4 in a non-equilibrium geometry.

Structure (XYZ):
```
16
Properties=species:S:1:pos:R:3:mulliken_charge:R:1
H -0.2370 0.1236 3.7339 0.257
N 0.5306 -0.1908 3.1193 -0.746
N 0.1332 -0.4022 1.9823 0.348
N 1.2725 -0.2728 0.9956 -0.523
C 0.7386 -0.0624 -0.1485 0.562
C 1.5567 -0.1440 -1.4145 -1.060
C -0.7962 0.0853 -0.3370 0.520
C -1.4515 -0.8614 -1.0200 -0.911
N -1.3917 1.2560 0.1052 -0.602
H 1.0350 0.3114 -2.2602 0.349
H 1.7475 -1.1961 -1.6434 0.276
H 2.5113 0.3665 -1.2634 0.372
H -1.0012 -1.8227 -1.2385 0.273
H -2.4871 -0.7190 -1.3115 0.311
H -1.0174 2.0747 -0.3740 0.270
H -1.1431 1.4541 1.0746 0.303
```

Results
**Charge**: 0
**LUMO energy**: 0.0080 Ha
**E**: -10234.603 eV
**ΔE to the lowest compared entry with this formula, charge and spin**: 351.1 kJ/mol
**HOMO-LUMO gap**: 9.09 eV
**Structure (SMILES)**: [H]/N=N/N=C(/C)C(=C)N

***

DFT (ωB97M-V/def2-TZVPD) results for a structure of composition C3H5O3P in a non-equilibrium geometry.

Structure (XYZ):
```
12
Properties=species:S:1:pos:R:3:mulliken_charge:R:1
C 1.6567 0.4402 -0.7334 -0.298
C 2.1541 -0.7164 -0.3057 -0.121
C 1.2185 -0.0985 0.5660 -0.280
O -1.4207 1.3778 0.4882 -0.469
O -2.7170 -0.5481 -0.0709 -0.476
O -0.4007 -1.0608 0.5215 -0.485
P -1.2105 0.0148 -0.4185 0.305
H 1.8277 1.1129 -1.5618 0.397
H 2.9176 -1.4442 -0.4778 0.393
H 1.2420 0.1616 1.5380 0.390
H -1.9832 1.4621 1.3105 0.309
H -3.2845 -0.7013 -0.8561 0.335
```

Results
**Charge**: 0
**LUMO energy**: 0.0287 Ha
**E**: -18620.789 eV
**ΔE to the lowest compared entry with this formula, charge and spin**: 327.1 kJ/mol
**HOMO-LUMO gap**: 9.54 eV

***

DFT (ωB97M-V/def2-TZVPD) results for the molecule C4H7NO2.

Structure (XYZ):
```
14
Properties=species:S:1:pos:R:3:mulliken_charge:R:1
O -1.4373 1.6881 -0.3778 -0.595
C -0.5375 0.8809 -0.4109 0.575
C -0.1634 -0.1168 -1.4870 -0.586
N 0.2514 -1.3104 -0.7365 -0.386
C 0.5778 -0.9197 0.6644 -0.663
C 0.3803 0.6032 0.7686 0.245
O -0.1690 1.0438 1.9763 -0.544
H -0.9864 -0.3137 -2.1789 0.331
H 0.6767 0.2906 -2.0706 0.223
H -0.5102 -1.9805 -0.7327 0.305
H 1.6037 -1.2149 0.9109 0.238
H -0.1012 -1.3947 1.3835 0.276
H 1.3310 1.1260 0.5571 0.224
H -0.9160 1.6181 1.7335 0.356
```

Results
**Charge**: 0
**LUMO energy**: 0.0270 Ha
**E**: -9845.872 eV
**ΔE to the lowest compared entry with this formula, charge and spin**: 135.8 kJ/mol
**HOMO-LUMO gap**: 9.93 eV
**Structure (SMILES)**: O=C1CNC[C@@H]1O

***

DFT (ωB97M-V/def2-TZVPD) results for a structure of composition C48H46AsN5O2P2S2Ta in a non-equilibrium geometry.

Structure (XYZ):
```
107
Properties=species:S:1:pos:R:3:lowdin_spin:R:1
Ta -0.4090 -1.8256 -0.7345 0.785
C 3.8393 -2.6643 -0.9609 0.004
C 4.1939 -3.8448 -0.1933 0.000
C 3.1864 -4.2401 0.6678 0.003
C 1.8428 -3.6462 0.5970 -0.001
N 1.5562 -2.5993 -0.1611 0.001
C 2.5924 -2.1182 -0.9259 0.001
N 0.9794 -4.3780 1.3986 0.004
C -0.2823 -4.1577 1.5385 0.003
N -1.0049 -3.0740 1.0606 0.023
C -2.2958 -3.1372 1.5649 0.003
N -3.2093 -2.2175 1.5773 0.005
C -3.2697 -1.1301 0.7003 0.000
C -4.2513 -0.1709 0.8695 0.005
C -4.8344 0.5066 -0.2102 0.000
C -4.1863 0.3849 -1.4837 0.007
C -2.9210 -0.2306 -1.4439 0.003
N -2.4660 -1.0020 -0.4079 0.006
C -2.4087 -4.2871 2.4927 0.002
C -3.3790 -4.7760 3.3645 0.000
C -3.0814 -5.9406 4.1112 0.002
C -1.8874 -6.6311 3.8638 0.002
C -0.9212 -6.1354 3.0705 0.000
C -1.1826 -4.9732 2.3972 0.002
H 4.5631 -2.1638 -1.6276 0.000
H 5.1107 -4.3931 -0.2869 0.000
H 3.1909 -5.0535 1.3988 0.000
H 2.3983 -1.2587 -1.5618 0.000
H -4.6871 -0.1706 1.8586 0.000
H -5.6871 1.1415 -0.0360 0.000
H -4.4801 0.7900 -2.4182 0.000
H -2.2403 -0.2177 -2.3123 0.000
H -4.3177 -4.2604 3.5287 0.000
H -3.7688 -6.3924 4.8007 0.000
H -1.7472 -7.6337 4.2773 0.000
H 0.0093 -6.6778 3.0610 0.000
C 2.4135 -4.6027 -5.8314 0.001
C 1.0810 -4.0943 -5.4539 0.001
O 1.1737 -3.4991 -4.0516 0.012
P -0.2181 -2.8718 -3.4491 0.045
S -1.1769 -3.8955 -1.8705 -0.011
S 0.1500 -0.9073 -2.7931 0.049
O -1.2087 -2.9230 -4.6961 0.018
C -2.6634 -2.6461 -4.5035 0.000
C -3.4136 -3.8906 -4.8517 0.000
H 2.3577 -4.8896 -6.8571 0.000
H 2.7335 -5.4821 -5.2887 0.000
H 3.1996 -3.8467 -5.7269 0.000
H 0.2549 -4.8630 -5.3808 0.000
H 0.7647 -3.2573 -6.0642 0.000
H -2.8941 -1.8391 -5.1485 0.000
H -2.8552 -2.3317 -3.4673 0.000
H -3.0176 -4.2998 -5.7960 0.000
H -4.4952 -3.6421 -4.9018 0.000
H -3.2721 -4.6061 -3.9967 0.000
C -0.9421 1.8898 0.6970 0.001
C -0.4285 3.1905 1.3447 0.000
As -1.2256 5.0073 1.1053 0.000
C -0.7279 5.3595 -0.7923 0.000
C -1.1959 4.4753 -1.7735 0.000
C -0.7220 4.6092 -3.0982 0.000
C 0.1831 5.5831 -3.4629 0.000
C 0.5621 6.4925 -2.4760 0.000
C -0.0219 6.4730 -1.2309 0.000
C 0.3389 5.9506 1.9290 0.000
C 1.5949 5.9935 1.3234 0.000
C 2.6171 6.6281 1.9878 0.000
C 2.3951 7.2235 3.2367 0.000
C 1.1520 7.1846 3.8469 0.000
C 0.0745 6.6193 3.1472 0.000
P 0.1957 0.3468 0.8921 0.014
C 1.7822 1.1227 0.3826 0.003
C 2.9259 1.2514 1.1505 0.000
C 4.0984 1.7714 0.5531 0.001
C 4.1003 2.1902 -0.7531 0.000
C 2.9030 2.2128 -1.4845 0.000
C 1.7640 1.6814 -0.9139 0.002
C 0.1824 0.1372 2.7062 0.004
C -0.8993 0.4923 3.5151 0.000
C -0.7488 0.5297 4.8747 0.000
C 0.4401 0.1520 5.5201 -0.001
C 1.4508 -0.2909 4.7316 0.000
C 1.3713 -0.2948 3.3423 0.000
H -1.0820 2.0552 -0.3533 0.000
H -1.9154 1.6610 1.1288 0.000
H 0.6274 3.3506 1.2330 0.000
H -0.5974 3.0822 2.4222 0.000
H -1.8455 3.6889 -1.4798 0.000
H -1.0523 3.9175 -3.8584 0.000
H 0.6308 5.6215 -4.4644 0.000
H 1.2728 7.2540 -2.7506 0.000
H 0.2087 7.2723 -0.5193 0.000
H 1.6809 5.6879 0.3059 0.000
H 3.6238 6.6560 1.5479 0.000
H 3.1705 7.7135 3.8160 0.000
H 0.9805 7.7810 4.7430 0.000
H -0.9686 6.6845 3.4825 0.000
H 2.9053 1.1494 2.2178 0.000
H 5.0182 1.8458 1.1270 0.000
H 4.9872 2.6745 -1.1841 0.000
H 2.9402 2.5436 -2.5131 0.000
H 0.8805 1.6242 -1.5213 0.001
H -1.8948 0.6482 3.1338 0.000
H -1.5594 0.8926 5.4698 0.000
H 0.6195 0.3244 6.5835 0.000
H 2.4841 -0.5327 5.1134 0.000
H 2.2075 -0.6117 2.7124 0.000
```

Results
**<S²>**: 0.76
**Charge**: +2
**LUMO energy (alpha / beta)**: -0.2575 / -0.2505 Ha
**Spin multiplicity**: 2
**E**: -164695.575 eV
**ΔE to the lowest compared entry with this formula, charge and spin**: 0.0 kJ/mol
**HOMO-LUMO gap (alpha / beta)**: 5.03 / 5.22 eV

***

DFT (ωB97M-V/def2-TZVPD) results for a cluster of 2 separate species, C16H28BrNO3 in total in a non-equilibrium geometry.

Structure (XYZ):
```
49
Properties=species:S:1:pos:R:3:mulliken_charge:R:1
C 0.1323 1.5618 5.4794 0.121
C 0.2553 2.3530 4.5856 -0.585
C 0.0577 3.2139 3.3974 -0.670
C -1.1049 2.7109 2.5517 0.641
O -2.1013 3.3604 2.4271 -0.548
O -0.8985 1.4943 2.0208 -0.080
C -1.5068 1.2999 0.7300 0.425
C -0.4669 0.6147 -0.1748 -0.449
C 0.6084 1.5851 -0.7047 -1.142
C 1.7265 1.8652 0.3153 -0.207
C 2.9939 1.0644 -0.1037 -0.688
N 3.6741 1.7337 -1.2292 -0.530
C -2.8642 0.5863 0.7911 -1.335
C -2.9677 -0.6174 1.7422 0.020
C -1.9115 -1.7094 1.5410 -0.977
Br -3.1119 -0.0790 3.6340 -0.170
H -0.0391 1.0648 6.4029 0.418
H -0.1263 4.2243 3.7556 0.369
H 0.9974 3.1939 2.8389 0.163
H -1.6947 2.2799 0.2772 0.600
H 0.0849 -0.1154 0.4327 0.175
H -0.9359 0.0437 -0.9773 0.285
H 0.1198 2.5266 -0.9876 0.461
H 1.0453 1.1908 -1.6255 0.310
H 1.4861 1.5286 1.3266 0.065
H 2.0413 2.9114 0.3428 0.350
H 2.6292 0.0944 -0.4621 0.120
H 3.6762 0.9323 0.7385 0.458
H 3.6165 1.1892 -2.0747 0.202
H 4.6297 1.9566 -1.0001 0.219
H -3.1010 0.2118 -0.2099 0.393
H -3.6451 1.2883 1.0932 0.370
H -3.9304 -1.0866 1.5357 0.432
H -1.6639 -1.7205 0.4724 0.101
H -0.9810 -1.5195 2.0744 0.273
H -2.3412 -2.6861 1.7629 0.406
C 1.0147 -3.8090 -2.9792 -0.613
C 0.0910 -3.4972 -4.1498 -0.561
C -0.6869 -2.3017 -3.6215 -0.519
O 0.1925 -1.6027 -2.7332 -0.276
C 1.3381 -2.4166 -2.4601 -0.305
H 1.9032 -4.3737 -3.2577 0.362
H 0.4736 -4.3772 -2.2187 0.276
H 0.6806 -3.2058 -5.0224 0.265
H -0.5521 -4.3279 -4.4364 0.332
H -1.5666 -2.6205 -3.0516 0.291
H -1.0132 -1.6262 -4.4130 0.289
H 2.1968 -1.9860 -2.9873 0.226
H 1.5461 -2.4020 -1.3889 0.240
```

Results
**Charge**: 0
**LUMO energy**: 0.0236 Ha
**E**: -94718.918 eV
**HOMO-LUMO gap**: 9.77 eV
**Structure (SMILES)**: C#CCC(=O)O[C@@H](CCCCN)C[C@@H](C)Br.C1CCOC1

***

DFT (ωB97M-V/def2-TZVPD) results for a cluster of 3 separate species, CH8N2P in total in a non-equilibrium geometry.

Structure (XYZ):
```
12
Properties=species:S:1:pos:R:3:mulliken_charge:R:1
C -0.1327 -0.3731 -0.6354 -0.229
N 0.6999 -1.1013 0.0593 -0.346
N -1.2674 -0.7802 -1.2497 -0.342
P 0.3216 1.6818 1.6608 -0.137
H 0.2979 0.5202 -1.0256 0.571
H 0.2533 -1.7480 0.6168 0.257
H 1.4183 -0.7353 0.6507 0.343
H -1.6011 -0.3446 -2.1488 0.292
H -1.6344 -1.7435 -1.0633 0.258
H 0.0768 3.6455 1.1647 0.119
H 1.4575 1.6707 0.7791 0.067
H -0.5249 0.8073 0.7670 0.146
```

Results
**Charge**: +1
**LUMO energy**: -0.1737 Ha
**E**: -13425.544 eV
**ΔE to the lowest compared entry with this formula, charge and spin**: 331.7 kJ/mol
**HOMO-LUMO gap**: 9.01 eV

***

DFT (ωB97M-V/def2-TZVPD) results for a cluster of 3 separate species, C6H19O5PS2 in total in a non-equilibrium geometry.

Structure (XYZ):
```
33
Properties=species:S:1:pos:R:3:mulliken_charge:R:1
O 4.0208 -2.9791 0.8342 -0.453
S 3.2024 -2.0926 0.0668 0.737
O 3.4679 -0.6017 0.6506 -0.458
O 1.6619 -2.2470 0.7052 -0.304
P 0.3501 -1.7164 -0.1011 0.469
S -0.3435 -3.0392 -1.3080 -0.377
H 2.6755 -0.1928 1.0199 0.345
H 0.7992 -0.5531 -0.7384 0.053
H -0.4761 -1.3182 0.9391 -0.003
C -1.5568 1.3363 -4.5920 -1.353
C -1.0120 0.1394 -3.8293 0.457
C -1.3309 -1.1740 -4.5203 -1.111
O -1.5174 0.1193 -2.4918 -0.471
H -2.6449 1.2635 -4.6742 0.348
H -1.3163 2.2655 -4.0756 0.323
H -1.1440 1.3803 -5.6006 0.375
H 0.0692 0.2454 -3.7166 0.236
H -2.4154 -1.3037 -4.5859 0.331
H -0.9257 -2.0013 -3.9415 0.164
H -0.9242 -1.2114 -5.5319 0.379
H -2.4708 0.0006 -2.5486 0.315
C 1.3708 0.9559 4.4715 -1.216
C 0.2593 1.3255 3.5047 0.338
C -1.0376 1.6626 4.2185 -1.350
O 0.0495 0.2741 2.5522 -0.418
H 1.0873 0.0745 5.0532 0.346
H 2.2906 0.7250 3.9344 0.281
H 1.5704 1.7706 5.1679 0.387
H 0.5715 2.1776 2.8982 0.221
H -1.3861 0.8004 4.7940 0.363
H -1.8127 1.9295 3.5011 0.317
H -0.8991 2.4951 4.9086 0.396
H -0.2330 -0.5106 3.0355 0.335
```

Results
**Charge**: 0
**LUMO energy**: 0.0173 Ha
**E**: -47726.692 eV
**HOMO-LUMO gap**: 9.49 eV